A structure of composition C4H5NO, computed with ωB97M-V with the def2-TZVPD basis set.

Geometry (Å):
O -0.1000 1.4872 -0.3803
N -3.0684 -0.1533 -0.3872
C 1.3838 -0.4122 -0.0801
C 0.1356 0.0050 -0.4908
C -0.6703 0.4500 0.6584
C -2.0654 0.0094 0.2294
H -0.4367 -0.3549 -1.4824
H 1.5721 0.7963 0.5499
H 1.2040 -1.4638 0.9005
H -0.1690 0.4953 1.5878
H 2.2143 -0.8590 -1.1052

Values from the calculation:
- E_HOMO (eV) = -10.7853
- F_max (eV/A) = 6.6
- ΔE to the lowest compared entry with this formula, charge and spin (eV) = 6.637
- LUMO level (eV) = 0.45
- E_tot (hartree) = -285.17069

***

A structure of composition C36H31ClCoN4O4P, computed with ωB97M-V with the def2-TZVPD basis set.

Geometry (Å):
Co 0.0748 -0.6442 0.2958
Cl -1.6993 4.5789 0.3561
P 1.9592 0.3452 -0.5695
O 0.0340 0.2183 1.9175
O -0.3378 0.1036 4.0951
O -1.3339 -2.2194 4.9694
O 5.1854 -2.9057 0.4851
N 0.3094 -1.9406 -1.1403
N -0.9768 0.8059 -0.4662
N 0.8013 -2.4164 1.0055
N 5.7631 -4.3397 -1.1618
C 1.0562 3.6401 -3.6117
C 3.4502 -2.8379 -2.6765
C -2.4837 -3.5237 3.3992
C -1.5009 -1.4233 2.7112
C 1.1739 1.3011 -3.0725
C 2.7452 -1.0590 -1.3517
C 3.1092 -1.3734 -2.5966
C -2.7834 -2.7551 1.1284
C 1.2215 -4.1583 -1.0077
C 0.1926 -2.4171 -2.3125
C 2.7224 -2.2655 -0.4658
C 1.4745 3.9627 -2.3281
C -2.0597 -1.6235 1.4449
C -2.5775 1.5499 -2.0622
C 2.6413 -4.5243 -1.5050
C 4.2460 1.6356 0.1622
C -2.9766 -3.7168 2.1276
C 3.5517 -3.3117 -1.2030
C 3.9550 1.1368 2.8850
C 5.2285 2.0368 1.0471
C 1.6124 1.6186 -1.7848
C 2.9602 0.7306 2.0080
C -1.7648 -2.3615 3.7227
C 1.7493 2.9584 -1.4135
C -0.9888 2.0148 0.1075
C 1.2594 -2.7752 -0.3346
C -0.5723 -0.2951 2.9698
C 3.1037 0.9839 0.6455
C 0.9033 2.3097 -3.9822
C 5.0826 1.7866 2.4080
C -2.5910 2.8101 -1.4855
C 4.9141 -3.4964 -0.5413
C -1.7543 0.5784 -1.5352
C -1.7763 3.0395 -0.3891
C 0.8464 -3.7479 -2.4614
C 2.3416 -3.9365 -2.9169
H 4.3716 1.8212 -0.8978
H 1.0445 0.2697 -3.3727
H 0.5808 2.0589 -4.9840
H 1.5975 4.9977 -2.0384
H -0.0149 -2.9372 1.3231
H -0.3864 -1.9164 -3.0822
H 0.5976 -4.9047 -0.5206
H -3.2177 3.6011 -1.8750
H 6.6678 -4.4998 -0.7476
H -3.2013 1.3222 -2.9146
H 3.8397 0.9515 3.9441
H 0.2130 -4.4502 -3.0000
H 4.3133 -3.0588 -3.3031
H 5.8525 2.1050 3.0979
H 0.8543 4.4260 -4.3273
H 6.1100 2.5419 0.6770
H 3.0179 -5.5306 -1.3535
H -3.2375 -2.8737 0.1540
H 2.0632 0.2655 2.3925
H -0.3598 2.1561 0.9747
H -2.6506 -4.2491 4.1842
H 3.1557 -0.6980 -3.4401
H -2.0329 -0.8177 0.7062
H 1.5259 -2.4586 1.7149
H -1.7234 -0.4163 -1.9556
H -0.9395 -1.3232 5.0620
H -3.5482 -4.6091 1.9093
H 2.0902 3.2195 -0.4191
H 5.5244 -4.8464 -1.9951
H 3.1567 -2.0714 0.5194
H 2.4411 -4.5065 -3.8345

Values from the calculation:
- E_HOMO (spin up / spin down) (eV) = -13.7822 / -13.7822
- F_max (eV/A) = 0.5
- total charge = +2
- LUMO level (spin up / spin down) (eV) = -7.33 / -7.34
- E_tot (hartree) = -4094.25576

***

A cluster of 2 separate species, C32H37N4O3 in total, computed with ωB97M-V with the def2-TZVPD basis set.

Geometry (Å):
O -1.4166 -2.5340 -7.1906
O -0.8099 -3.4195 -5.2710
O -0.2386 -3.7353 4.0435
N -1.1049 -2.4290 -5.9827
N -0.5489 -1.9363 1.0161
N -0.3714 -4.0574 1.7611
N -0.5248 2.7566 -1.5052
C -0.7047 -0.8342 -1.1324
C -1.0942 -1.1311 -5.3905
C 1.9828 -1.1706 6.5235
C -0.2583 -5.4958 1.8088
C 1.8397 3.6097 -1.4110
C 3.7183 2.7195 -0.1725
C -0.8828 0.2383 -3.3370
C 1.9491 -1.1719 5.1275
C -0.4996 -3.3220 0.5097
C 2.2766 4.9102 -1.1379
C -1.4549 -0.0082 -6.1550
C 3.4447 5.1182 -0.3982
C -0.6881 0.3100 -1.9128
C -0.3225 -0.4150 6.5750
C 0.7262 -3.5761 -0.3809
C -0.6219 -0.8297 0.2586
C -0.3416 -3.3008 2.8996
C 0.5877 3.3956 -2.2407
C -0.4680 -1.8376 2.4744
C -1.7884 -3.7506 -0.2121
C -1.2415 1.3555 -4.1528
C 0.8438 -0.7974 7.2501
C 0.7643 -0.8513 4.4583
C 0.6959 -0.9681 2.9524
C 2.5462 2.5136 -0.9120
C -1.5108 3.4423 -1.0249
C -2.2596 4.4690 -1.8234
C -0.7745 -1.0097 -4.0281
C -1.9696 3.2930 0.3999
C -1.5098 1.2342 -5.5189
C -0.3580 -0.4278 5.1768
C 4.1758 4.0206 0.0763
H -1.2126 -0.1136 7.1297
H 0.2740 4.3710 -2.6410
H -0.1594 -5.8072 2.8509
H -2.0655 -3.0503 -1.0029
H 0.8661 -0.8026 8.3411
H -1.4198 -1.4405 2.8760
H 0.6204 -5.8305 1.2441
H -1.4002 2.5155 0.9224
H 3.7851 6.1357 -0.1972
H 0.7380 -4.6305 -0.6853
H 2.8972 -1.4681 7.0391
H 0.7008 -2.9565 -1.2810
H -1.6352 -4.7407 -0.6614
H -1.8205 5.4721 -1.7192
H 0.5896 0.0334 2.5069
H -1.1464 -5.9668 1.3698
H 1.6448 -3.3457 0.1760
H 2.8244 -1.4570 4.5375
H -2.6140 -3.8010 0.5102
H -0.5699 1.2836 -1.3721
H 1.6807 5.7503 -1.5059
H 0.8233 2.7495 -3.0947
H -1.3218 2.3280 -3.6653
H -1.7723 2.1177 -6.1023
H -2.2825 4.2046 -2.8888
H 4.2743 1.8592 0.2040
H -1.8438 4.2422 0.9421
H 2.1647 1.5057 -1.1006
H 1.6348 -1.4018 2.5711
H -1.2603 -0.1350 4.6329
H 5.0992 4.1772 0.6378
H -0.4371 -1.9097 -3.5165
H -1.6821 -0.1435 -7.2088
H -3.0375 3.0434 0.4122
H -0.6262 0.1253 0.7938
H -0.8070 -1.8024 -1.6180
H -3.2906 4.5124 -1.4573

Values from the calculation:
- E_HOMO (eV) = -11.2131
- F_max (eV/A) = 4.6
- ΔE to the lowest compared entry with this formula, charge and spin (eV) = 1.263
- total charge = +1
- LUMO level (eV) = -4.65
- E_tot (hartree) = -1685.93764

***

An isolated molecule of C20H23NO3, computed with ωB97M-V with the def2-TZVPD basis set.

Geometry (Å):
O 0.9179 0.1422 0.9264
O 1.4707 -2.7023 -2.7715
O -1.0675 4.7963 4.6661
N -0.6510 -3.3743 -2.3932
C 0.9574 1.8272 4.1923
C -0.4762 2.9750 2.6530
C -2.0419 -0.5011 -2.5908
C 1.8818 -1.6966 -0.2215
C -0.9946 -3.5172 -3.7904
C 0.6963 0.9967 1.9481
C 0.5256 -2.8043 -2.0218
C -0.3407 -0.4668 -4.2701
C -1.9521 -2.3959 -4.2373
C -0.1788 2.0555 1.6786
C 0.3549 3.8067 6.2955
C -0.2847 3.9085 4.9299
C 1.2614 0.8952 3.2183
C 0.0849 2.8808 3.9320
C 0.1815 0.6868 -3.7147
C -1.4548 -1.0779 -3.7094
C 1.8123 -0.9415 1.1000
C -0.4038 1.2482 -2.5922
C -1.5237 0.6562 -2.0362
C 0.5425 -2.3347 -0.5758
H -1.9948 1.0887 -1.1651
H -1.9997 -2.3863 -5.3270
H 1.4519 -1.6030 1.9005
H 2.8081 -0.5675 1.3717
H 1.4377 3.8611 6.2081
H 1.9410 0.0917 3.4562
H 0.1280 -0.9061 -5.1380
H 2.6587 -2.4588 -0.1642
H 0.0027 4.6271 6.9155
H 0.3236 -3.1767 0.0850
H -0.0530 -3.4526 -4.3391
H -1.4461 -4.4984 -3.9626
H 1.4127 1.7180 5.1642
H -1.4245 -3.3279 -1.7474
H -0.6033 2.1255 0.6899
H -0.2458 -1.5870 -0.4594
H 2.1510 -0.9987 -1.0152
H 1.0544 1.1453 -4.1549
H 0.0878 2.8626 6.7650
H -1.1503 3.7943 2.4527
H -2.9154 -0.9613 -2.1471
H 0.0120 2.1433 -2.1539
H -2.9541 -2.5958 -3.8504

Values from the calculation:
- E_HOMO (eV) = -8.8044
- F_max (eV/A) = 0.7
- ΔE to the lowest compared entry with this formula, charge and spin (eV) = 0.449
- LUMO level (eV) = 0.58
- E_tot (hartree) = -1056.41930
- SMILES = CC(=O)c1ccc(OCCCC(=O)NCCc2ccccc2)cc1

***

A structure of composition C22H40GeN5O2PS2SeTi, computed with ωB97M-V with the def2-TZVPD basis set.

Geometry (Å):
Se 2.9882 -4.6329 0.1334
Ge -1.0879 -0.0973 1.1031
Ti 1.1431 -1.2399 -0.7063
S 2.2751 0.7973 0.0103
S -0.6716 0.4116 -1.2055
P 0.9795 1.7355 -1.1944
O 1.3608 1.7643 -2.6812
O 0.6108 3.1625 -0.7651
N -0.2457 -2.8579 -0.8960
N 1.9266 -3.2295 -0.2103
N 2.2386 -1.7073 -4.7531
N 1.9370 -1.4490 -2.6104
N 1.7380 -5.7968 -0.2538
C 1.2389 0.7621 5.0449
C -1.6143 -4.8059 -1.3101
C 1.1949 4.9282 0.7729
C 1.2841 0.2791 3.6023
C -1.1709 4.0270 0.6245
C -2.8665 -0.8661 1.0741
C -0.6260 -5.6921 -0.9885
C 0.6353 -5.1489 -0.6031
C 0.7112 3.8161 -3.9013
C 3.4964 -1.6612 -4.1944
C -5.0811 -0.9273 2.3366
C -1.3910 -3.4031 -1.2584
C 3.0274 3.6035 -2.8598
C 3.3063 -1.4988 -2.8651
C 0.3040 3.7268 0.6075
C 0.2602 -1.3369 1.8730
C 0.7533 -3.7373 -0.5729
C 0.2893 -0.8450 3.3500
C -3.7165 -0.2517 2.2023
C 1.8716 2.9288 -3.5475
C -5.0041 -2.3531 2.8644
C 1.3324 -1.5831 -3.7882
H -4.5345 -2.3837 3.8498
H 0.5402 -1.7042 3.9765
H -3.3368 -0.6829 0.1051
H -0.9357 1.2793 1.7272
H -0.0807 3.2606 -4.4009
H -5.9987 -2.7839 2.9653
H -3.1855 -0.3302 3.1581
H -5.5885 -0.9061 1.3675
H 1.3116 -1.3469 1.5462
H 1.9770 1.5429 5.2201
H 2.2480 4.6546 0.7187
H 2.2893 -0.0825 3.3581
H -1.7729 3.1408 0.4240
H 0.9733 5.6801 0.0158
H -0.1458 -2.3463 1.8048
H -1.4414 4.4076 1.6106
H -0.7752 -6.7641 -1.0194
H 0.3117 4.3241 -3.0253
H 3.5163 4.2544 -3.5862
H -5.6911 -0.3227 3.0089
H 4.3915 -1.7467 -4.7861
H -0.7159 -0.5457 3.6750
H 1.0936 1.1154 2.9206
H 2.0299 -1.8215 -5.7356
H -2.5926 -5.1524 -1.6124
H 3.7685 2.8828 -2.5141
H 1.0119 5.3719 1.7522
H 0.5775 2.9402 1.3142
H 2.7004 4.2276 -2.0281
H -3.8475 0.8160 2.0075
H -4.4412 -3.0155 2.2012
H 0.2684 -1.5745 -3.9596
H 0.2580 1.1685 5.2966
H 2.2119 2.3670 -4.4142
H -2.1958 -2.7258 -1.5224
H 1.0703 4.5800 -4.5930
H 4.0433 -1.3915 -2.0874
H -1.4178 4.7912 -0.1114
H 1.4486 -0.0523 5.7389
H -2.7711 -1.9473 1.1997

Values from the calculation:
- expectation value of S² = 0.754
- E_HOMO (spin up / spin down) (eV) = -17.8274 / -17.8859
- F_max (eV/A) = 0.6
- ΔE to the lowest compared entry with this formula, charge and spin (eV) = 0.000
- total charge = +3
- LUMO level (spin up / spin down) (eV) = -10.45 / -10.40
- 2S+1 = 2
- E_tot (hartree) = -7751.34274

***

A structure of composition ClH5OSi2, computed with ωB97M-V with the def2-TZVPD basis set.

Geometry (Å):
Cl -2.6308 0.7972 -0.1151
Si 1.5670 0.7117 0.0952
Si -1.7124 -0.9356 -0.1019
O 0.4237 -0.3595 0.3205
H 1.0661 1.9746 -0.4671
H -1.5374 -1.5522 -1.3978
H 2.5681 0.1525 -0.8247
H 2.1577 0.9640 1.4159
H -1.9021 -1.7526 1.0750

Values from the calculation:
- E_HOMO (eV) = -9.6877
- F_max (eV/A) = 5.6
- ΔE to the lowest compared entry with this formula, charge and spin (eV) = 2.233
- LUMO level (eV) = -0.22
- E_tot (hartree) = -1117.42668